# 1
The following is a DFT calculation (ωB97M-V with the def2-TZVPD basis set) of C5H10O in the gas phase.

```
16
C5H10O, DFT ωB97M-V with the def2-TZVPD basis set
C -1.64 -0.30 -0.70
C 1.06 0.31 -0.84
C 2.35 -0.33 -0.54
C 0.35 0.86 0.34
C -0.85 -0.08 0.59
O -1.67 0.52 1.58
H -2.40 -1.08 -0.59
H -2.13 0.65 -0.93
H -0.98 -0.54 -1.53
H 2.89 0.02 0.35
H 2.98 -0.34 -1.43
H 2.10 -1.40 -0.37
H 0.93 0.99 1.27
H -0.10 1.83 0.07
H -0.46 -1.03 0.99
H -2.41 -0.08 1.73
```

Output
**Highest occupied orbital energy**: -8.09 eV
**E_tot**: -271.60709 Ha
**ΔE to the lowest compared entry with this formula, charge and spin**: 382.1 kJ/mol
**HOMO-LUMO gap**: 8.23 eV
**Strongest force on any atom**: 0.41 eV/A
**2S+1**: 1

Atomic partial charges in e from the Löwdin method, atoms 1 to 6: number 1, C, carries -0.068; number 2, C, carries -0.007; number 3, C, carries -0.151; number 4, C, carries -0.214; number 5, C, carries -0.463; number 6, O, carries -0.044


# 2
The following is a DFT calculation (ωB97M-V with the def2-TZVPD basis set) of 3 unconnected molecules or ions with the total composition C2H9N4O in a non-equilibrium geometry.

```
16
C2H9N4O, DFT ωB97M-V with the def2-TZVPD basis set
C -2.29 -0.34 0.66
C -0.37 0.93 -1.50
N -2.95 0.49 0.17
N 1.36 -1.75 -0.29
N 0.08 0.54 -0.36
N 0.49 1.19 0.78
O -1.50 -0.94 1.23
H -0.45 0.35 -2.43
H -0.83 1.97 -1.60
H 0.90 -2.34 -1.01
H -3.86 0.65 -0.22
H 1.45 -2.32 0.61
H 2.30 -1.66 -0.81
H 0.19 2.09 1.17
H 1.03 0.63 1.46
H 0.71 -0.75 -0.31
```

Output
**Highest occupied orbital energy**: -13.38 eV
**E_tot**: -375.55674 Ha
**ΔE to the lowest compared entry with this formula, charge and spin**: 369.6 kJ/mol
**Net charge**: +1
**HOMO-LUMO gap**: 10.05 eV
**Strongest force on any atom**: 3.50 eV/A
**2S+1**: 1

Atomic partial charges in e from the Löwdin method, atoms 1 to 6: number 1, C, carries -0.467; number 2, C, carries 0.011; number 3, N, carries 0.238; number 4, N, carries 0.169; number 5, N, carries -0.199; number 6, N, carries 0.067


# 3
The following is a DFT calculation (ωB97M-V with the def2-TZVPD basis set) of 4 unconnected molecules or ions with the total composition C7H11Cl2N3 in a non-equilibrium geometry.

```
23
C7H11Cl2N3, DFT ωB97M-V with the def2-TZVPD basis set
Cl -3.72 1.51 1.24
C -2.99 0.01 0.70
Cl -3.10 -0.19 -1.00
H -1.92 0.15 0.93
H -3.34 -0.90 1.15
C 2.18 -2.80 1.73
C 0.74 -3.07 1.59
N -0.39 -3.34 1.63
H 2.42 -1.79 1.48
H 2.75 -3.39 1.08
H 2.41 -3.05 2.73
C -0.92 3.42 -0.88
C -0.42 2.46 -1.89
N -0.04 1.87 -2.82
H -0.91 2.92 0.13
H -1.95 3.74 -1.07
H -0.26 4.30 -0.78
C 1.70 -0.50 -1.43
C 1.38 0.12 -0.15
N 1.10 0.60 0.86
H 0.82 -1.23 -1.71
H 2.63 -1.05 -1.27
H 1.84 0.23 -2.23
```

Output
**Highest occupied orbital energy**: -10.75 eV
**E_tot**: -1357.93753 Ha
**ΔE to the lowest compared entry with this formula, charge and spin**: 8.2 kJ/mol
**HOMO-LUMO gap**: 11.37 eV
**Strongest force on any atom**: 2.23 eV/A
**2S+1**: 1

Atomic partial charges in e from the Löwdin method, atoms 1 to 6: number 1, Cl, carries 0.512; number 2, C, carries -1.085; number 3, Cl, carries 0.533; number 4, H, carries 0.004; number 5, H, carries 0.028; number 6, C, carries -0.055


# 4
The following is a DFT calculation (ωB97M-V with the def2-TZVPD basis set) of a molecular structure, C42H35AlF3N5P2S.

```
89
C42H35AlF3N5P2S, DFT ωB97M-V with the def2-TZVPD basis set
Al 0.69 -0.14 -1.08
F 2.48 0.83 -5.74
C 3.17 1.65 -4.94
F 3.59 2.69 -5.67
F 4.25 0.99 -4.50
C 2.32 2.11 -3.77
C 2.09 3.45 -3.55
C 1.34 3.87 -2.44
C 0.85 2.92 -1.59
N 1.07 1.61 -1.82
C 1.78 1.18 -2.88
S 1.93 -0.57 -2.92
H 2.50 4.18 -4.23
H 1.16 4.92 -2.25
H 0.30 3.17 -0.69
C 1.28 -3.06 2.28
N 1.01 -1.80 1.56
P -0.38 -1.57 0.65
C -1.80 -1.44 1.71
C -2.41 -2.59 2.21
C -3.46 -2.48 3.11
C -3.91 -1.23 3.50
C -3.31 -0.08 3.02
C -2.25 -0.18 2.13
C -0.61 -2.97 -0.47
C -1.88 -3.32 -0.93
C -2.02 -4.27 -1.93
C -0.89 -4.86 -2.49
C 0.37 -4.51 -2.05
C 0.52 -3.56 -1.04
P 2.19 -0.73 0.90
C 3.79 -1.16 1.53
C 4.14 -0.88 2.85
C 5.38 -1.28 3.32
C 6.27 -1.94 2.48
C 5.93 -2.21 1.16
C 4.69 -1.82 0.68
C 1.74 0.85 1.69
C 0.98 0.92 2.86
C 0.73 2.15 3.45
C 1.23 3.31 2.88
C 1.99 3.25 1.72
C 2.25 2.02 1.13
H 0.57 -3.15 3.11
H 2.28 -3.03 2.70
H 1.19 -3.92 1.63
H -2.07 -3.57 1.89
H -3.93 -3.38 3.49
H -4.73 -1.15 4.20
H -3.66 0.90 3.31
H -1.77 0.73 1.77
H -2.76 -2.86 -0.50
H -3.01 -4.55 -2.27
H -1.00 -5.60 -3.27
H 1.25 -4.97 -2.48
H 1.51 -3.31 -0.69
H 3.46 -0.36 3.51
H 5.66 -1.07 4.35
H 7.24 -2.24 2.85
H 6.63 -2.71 0.51
H 4.42 -2.02 -0.35
H 0.59 0.01 3.30
H 0.15 2.20 4.36
H 1.03 4.27 3.35
H 2.39 4.16 1.29
H 2.87 1.98 0.24
C -2.74 -0.90 -3.59
C -1.45 -0.76 -3.13
N -1.18 -0.16 -1.96
C -2.20 0.34 -1.25
C -3.52 0.24 -1.62
C -3.79 -0.42 -2.82
C -4.61 0.66 -0.71
C -4.58 1.69 0.14
C -3.58 2.79 0.17
C -3.31 3.54 -0.96
C -2.45 4.62 -0.80
N -1.87 4.90 0.36
C -2.20 4.11 1.38
N -3.04 3.08 1.35
H -2.92 -1.39 -4.54
H -0.60 -1.16 -3.67
H -1.94 0.82 -0.31
H -4.82 -0.56 -3.14
H -5.48 0.02 -0.71
H -5.39 1.79 0.86
H -3.78 3.34 -1.91
H -2.23 5.28 -1.63
H -1.74 4.34 2.34
```

Output
**Highest occupied orbital energy**: -13.83 eV
**E_tot**: -3517.87399 Ha
**ΔE to the lowest compared entry with this formula, charge and spin**: 35.7 kJ/mol
**Net charge**: +2
**HOMO-LUMO gap**: 8.41 eV
**Strongest force on any atom**: 0.97 eV/A
**2S+1**: 1

Atomic partial charges in e from the Löwdin method, atoms 1 to 6: number 1, Al, carries 0.022; number 2, F, carries 0.154; number 3, C, carries -0.614; number 4, F, carries 0.169; number 5, F, carries 0.160; number 6, C, carries -0.078


# 5
The following is a DFT calculation (ωB97M-V with the def2-TZVPD basis set) of 12 unconnected molecules or ions with the total composition C22H51Br2ClIN14O26P2S in a non-equilibrium geometry.

```
120
C22H51Br2ClIN14O26P2S, DFT ωB97M-V with the def2-TZVPD basis set
C 3.35 2.90 -5.18
C 1.86 2.52 -5.45
C 1.42 1.06 -5.22
I 3.09 -0.20 -5.85
N 0.62 0.63 -3.96
C -0.27 1.76 -3.47
Br -2.19 1.78 -3.64
C 0.14 2.85 -2.81
C -0.77 3.96 -2.35
Br 1.91 3.18 -2.27
C -0.20 -0.54 -4.60
N -1.29 -0.15 -5.50
C -1.37 -0.75 -6.56
S -1.68 -1.75 -7.70
C -0.78 -1.68 -3.71
N -2.04 -1.42 -3.06
O 0.11 -2.21 -2.75
C 1.39 -1.67 -2.97
C 1.34 -0.09 -2.81
Cl 3.08 0.27 -2.48
P 0.45 0.04 -1.09
P 2.02 0.01 0.44
O 2.80 1.24 0.56
O 2.89 -1.33 0.31
O 1.13 -0.18 1.75
H 3.33 3.96 -4.95
H 3.96 2.80 -6.07
H 3.77 2.42 -4.29
H 1.22 3.29 -5.03
H 1.80 2.71 -6.52
H 0.80 0.86 -6.09
H -1.51 3.60 -1.63
H -1.25 4.39 -3.23
H -0.20 4.75 -1.87
H 0.46 -1.07 -5.28
H -0.98 -2.49 -4.42
H -2.78 -1.99 -3.44
H -1.96 -1.60 -2.07
H 1.88 -2.00 -3.89
H 2.02 -2.02 -2.15
H -0.11 1.31 -0.85
H 3.81 -1.07 0.16
H 1.69 0.02 2.53
C -0.53 2.09 5.08
N 0.93 1.85 4.98
O 1.68 2.75 5.26
O 1.29 0.74 4.61
H -0.69 3.11 5.41
H -0.96 1.93 4.09
H -0.93 1.38 5.80
C -1.33 -2.09 7.51
N -0.95 -0.81 8.18
O -1.46 0.22 7.76
O -0.16 -0.87 9.08
H -2.04 -1.87 6.72
H -0.42 -2.53 7.11
H -1.77 -2.73 8.27
C 3.51 -4.47 0.09
N 2.69 -5.08 -1.00
O 1.95 -5.98 -0.71
O 2.83 -4.60 -2.11
H 3.29 -4.98 1.02
H 4.56 -4.59 -0.18
H 3.23 -3.42 0.13
C -0.75 -5.39 -8.31
N -1.48 -5.87 -9.51
O -2.15 -6.87 -9.40
O -1.34 -5.21 -10.52
H -0.96 -6.06 -7.48
H 0.31 -5.38 -8.54
H -1.11 -4.38 -8.10
C 0.18 -3.40 12.20
N -0.53 -4.11 11.10
O -1.20 -5.08 11.40
O -0.39 -3.67 9.98
H -0.03 -3.89 13.13
H 1.25 -3.43 11.97
H -0.18 -2.37 12.21
C -1.14 6.16 7.51
N -2.05 4.99 7.58
O -2.69 4.83 8.59
O -2.08 4.26 6.61
H -1.22 6.71 8.44
H -0.13 5.79 7.36
H -1.46 6.77 6.67
C -2.82 2.08 -7.56
N -1.53 2.78 -7.77
O -0.89 2.51 -8.76
O -1.20 3.59 -6.92
H -2.99 1.39 -8.38
H -2.72 1.56 -6.61
H -3.61 2.82 -7.51
C -1.82 -1.25 15.09
N -0.42 -1.66 15.39
O 0.24 -0.93 16.09
O -0.04 -2.71 14.90
H -2.01 -0.31 15.59
H -1.91 -1.15 14.02
H -2.47 -2.04 15.47
C 3.17 -2.86 16.32
N 3.85 -3.01 15.00
O 3.82 -4.10 14.48
O 4.37 -2.02 14.54
H 2.75 -3.81 16.61
H 3.93 -2.54 17.04
H 2.40 -2.11 16.20
C -0.44 1.93 -12.06
N -1.09 1.25 -13.22
O -1.78 0.29 -12.99
O -0.88 1.73 -14.32
H -0.72 1.40 -11.16
H 0.63 1.89 -12.22
H -0.80 2.95 -12.04
C -3.54 3.75 -14.11
N -3.04 4.68 -13.05
O -3.19 5.86 -13.22
O -2.50 4.17 -12.07
H -3.98 4.35 -14.89
H -2.69 3.19 -14.48
H -4.27 3.10 -13.64
```

Output
**Highest occupied orbital energy**: -11.89 eV
**E_tot**: -10577.11737 Ha
**Net charge**: +1
**HOMO-LUMO gap**: 8.50 eV
**Strongest force on any atom**: 2.57 eV/A
**2S+1**: 1

Atomic partial charges in e from the Löwdin method, atoms 1 to 6: number 1, C, carries -0.209; number 2, C, carries -0.313; number 3, C, carries -0.555; number 4, I, carries 1.073; number 5, N, carries -0.108; number 6, C, carries -0.626


# 6
The following is a DFT calculation (ωB97M-V with the def2-TZVPD basis set) of 3 unconnected molecules or ions with the total composition C2H4INO in a non-equilibrium geometry.

```
9
C2H4INO, DFT ωB97M-V with the def2-TZVPD basis set
C -0.68 0.76 0.76
C 3.27 0.29 -0.60
N -1.40 -0.14 0.92
O 3.33 0.04 0.56
I -5.32 -0.47 -0.02
H 3.87 1.16 -1.01
H 2.58 -0.31 -1.25
H -1.92 -0.96 0.65
H -3.73 -0.36 -0.01
```

Output
**Highest occupied orbital energy**: -10.06 eV
**E_tot**: -506.19854 Ha
**ΔE to the lowest compared entry with this formula, charge and spin**: 198.5 kJ/mol
**HOMO-LUMO gap**: 10.41 eV
**Strongest force on any atom**: 1.69 eV/A
**2S+1**: 1

Atomic partial charges in e from the Löwdin method, atoms 1 to 6: number 1, C, carries -0.056; number 2, C, carries -0.179; number 3, N, carries 0.020; number 4, O, carries -0.010; number 5, I, carries 0.445; number 6, H, carries 0.090


# 7
The following is a DFT calculation (ωB97M-V with the def2-TZVPD basis set) of 2 unconnected molecules or ions with the total composition CH8N2S in a non-equilibrium geometry.

```
12
CH8N2S, DFT ωB97M-V with the def2-TZVPD basis set
N 0.61 -1.32 0.35
C 1.18 -0.23 -0.41
N 1.14 1.06 0.07
H -0.09 -0.86 0.93
H 1.34 -1.60 1.02
H 0.73 -0.41 -1.38
H 2.20 -0.49 -0.68
H 1.40 1.21 1.08
H 0.45 1.70 -0.35
S -3.03 -0.29 -0.10
H -3.67 0.85 0.40
H -2.28 0.38 -0.93
```

Output
**Highest occupied orbital energy**: -8.76 eV
**E_tot**: -550.55233 Ha
**ΔE to the lowest compared entry with this formula, charge and spin**: 71.5 kJ/mol
**HOMO-LUMO gap**: 9.52 eV
**Strongest force on any atom**: 3.29 eV/A
**2S+1**: 1

Atomic partial charges in e from the Löwdin method, atoms 1 to 6: number 1, N, carries -0.013; number 2, C, carries -0.482; number 3, N, carries -0.012; number 4, H, carries 0.033; number 5, H, carries 0.066; number 6, H, carries 0.102


# 8
The following is a DFT calculation (ωB97M-V with the def2-TZVPD basis set) of 2 unconnected molecules or ions with the total composition C9H26N2O3PS.

```
42
C9H26N2O3PS, DFT ωB97M-V with the def2-TZVPD basis set
C -3.02 -5.24 -1.55
C -1.53 -5.53 -1.48
C -0.62 -4.53 -2.21
O -1.39 -3.54 -2.97
S -1.23 -1.99 -2.59
N -2.48 -1.26 -3.32
P -2.20 -1.60 -0.48
O -1.31 -2.56 0.43
O -1.57 -0.14 -0.39
H -3.28 -4.27 -1.13
H -3.39 -5.28 -2.57
H -3.56 -5.99 -0.97
H -1.35 -6.51 -1.92
H -1.21 -5.59 -0.44
H 0.01 -5.00 -2.95
H 0.04 -3.99 -1.52
H -2.32 -1.07 -4.30
H -3.39 -1.68 -3.16
H -0.38 -2.37 0.64
H -0.67 0.01 -0.07
C -0.87 2.76 1.38
C 0.41 2.91 2.18
N 1.54 2.30 1.49
C 2.71 2.12 2.35
C 3.39 3.37 2.91
C 1.82 2.83 0.16
C 2.05 4.33 0.01
H -1.00 1.71 1.13
H -1.74 3.08 1.96
H -0.86 3.34 0.46
H 0.30 2.38 3.13
H 0.57 3.97 2.43
H 3.44 1.53 1.79
H 2.38 1.49 3.19
H 3.96 3.90 2.16
H 4.09 3.07 3.70
H 2.67 4.06 3.35
H 0.99 2.55 -0.50
H 2.69 2.28 -0.22
H 1.30 4.91 0.56
H 1.98 4.62 -1.04
H 3.03 4.64 0.37
```

Output
**Highest occupied orbital energy**: -10.52 eV
**E_tot**: -1433.02943 Ha
**ΔE to the lowest compared entry with this formula, charge and spin**: 0.0 kJ/mol
**Net charge**: +1
**HOMO-LUMO gap**: 6.67 eV
**Strongest force on any atom**: 0.39 eV/A
**2S+1**: 1

Atomic partial charges in e from the Löwdin method, atoms 1 to 6: number 1, C, carries -0.093; number 2, C, carries -0.209; number 3, C, carries -0.204; number 4, O, carries -0.453; number 5, S, carries 0.924; number 6, N, carries -0.233